Entry 1:
This record from OMol25 describes a gas-phase ion, C3H8N2O3PS (charge +1) at a distorted geometry. The level of theory is ωB97M-V/def2-TZVPD.

Each line ends with the Löwdin charge.
CARTESIAN COORDINATES (ANGSTROEM)
C 0.266 0.853 0.408  -0.44
C 1.942 -0.454 -0.775  -0.05
C 1.735 0.455 0.287  -0.12
N -0.422 -0.067 -0.105  -0.04
N 2.027 -0.948 0.563  0.18
O -0.065 1.883 1.084  0.17
O -2.305 -0.079 -1.733  -0.12
O -2.390 1.541 0.286  -0.30
P -2.061 0.155 -0.188  0.22
S -2.998 -1.239 1.034  0.64
H 2.855 -0.302 -1.301  0.14
H 1.024 -0.635 -1.391  0.16
H 2.564 1.202 0.521  0.20
H -2.953 -2.390 0.450  -0.19
H 1.426 -1.609 1.007  0.18
H 2.967 -1.046 1.003  0.21
H -2.550 0.720 -2.174  0.08
H -1.063 1.958 1.023  0.08

net charge	+1
highest occupied orbital energy	-13.667	eV
lowest unoccupied orbital energy	-0.126	hartree
structure (SMILES)	O=[P@](O)(S)/N=C(\O)[C@@H]1C[NH2+]1
spin multiplicity	1
ΔE to the lowest compared entry with this formula, charge and spin	0.0360	eV


Entry 2:
This record from OMol25 describes a gas-phase ion, C6H12NO (charge -1) at a distorted geometry. The level of theory is ωB97M-V/def2-TZVPD.

Each line ends with the Löwdin charge.
CARTESIAN COORDINATES (ANGSTROEM)
C 1.297 -0.718 -1.168  -0.06
C 0.296 0.189 -0.390  -0.44
C 0.791 1.057 0.745  -0.29
C 1.043 0.027 1.978  -0.19
C 1.954 1.169 2.002  -0.07
N -0.797 -0.667 0.041  -0.08
C -2.095 -0.646 -0.765  -0.54
O -2.330 0.016 -1.930  -0.36
H 1.999 -0.111 -1.793  0.07
H 0.864 -1.429 -1.858  0.07
H 1.849 -1.282 -0.396  0.06
H -0.164 0.940 -1.212  0.17
H -0.069 1.695 1.081  0.14
H 1.453 1.690 0.188  0.12
H 0.210 -0.120 2.737  0.12
H 1.147 -0.911 1.404  0.06
H 2.833 1.472 1.485  -0.01
H -0.510 -1.647 0.072  0.07
H -2.143 -1.831 -0.947  0.07
H -2.978 -0.396 -0.015  0.08

net charge	-1
highest occupied orbital energy	-2.536	eV
lowest unoccupied orbital energy	0.139	hartree
spin multiplicity	1
ΔE to the lowest compared entry with this formula, charge and spin	5.6638	eV


Entry 3:
This record from OMol25 describes a molecular structure, C3H5F2N2 at a distorted geometry. The level of theory is ωB97M-V/def2-TZVPD.

Each line ends with the Löwdin charge.
CARTESIAN COORDINATES (ANGSTROEM)
C 1.160 0.244 -0.598  -0.07
C -0.884 0.900 -0.373  -0.10
C -0.711 -0.456 0.250  -0.05
N 0.379 1.160 -0.929  0.22
N 0.653 -0.716 0.220  -0.09
F 1.088 -1.922 0.239  0.25
F 1.159 -0.257 1.802  -0.01
H 2.183 0.086 -0.944  0.18
H -1.538 0.992 -1.136  0.12
H -1.012 1.671 0.326  0.15
H -1.125 -0.451 1.322  0.20
H -1.352 -1.252 -0.180  0.19

net charge	+1
highest occupied orbital energy	-17.273	eV
lowest unoccupied orbital energy	-0.303	hartree
spin multiplicity	1
ΔE to the lowest compared entry with this formula, charge and spin	6.9487	eV


Entry 4:
This record from OMol25 describes a gas-phase ion, C5H12NO2 (charge -1) at a distorted geometry. The level of theory is ωB97M-V/def2-TZVPD.

Each line ends with the Löwdin charge.
CARTESIAN COORDINATES (ANGSTROEM)
C -0.759 -2.128 0.141  -0.08
C 0.053 -0.917 -0.335  -0.40
C -0.702 0.384 -0.067  -0.20
C -1.966 0.626 -0.937  -0.55
O -2.707 1.693 -0.533  -0.40
N 1.370 -0.929 0.363  -0.05
C 2.241 0.180 0.125  -0.30
O 2.230 1.124 1.216  -0.09
H -1.274 -2.548 -0.722  0.06
H -0.079 -2.859 0.583  0.06
H -1.567 -1.865 0.823  0.07
H 0.295 -1.100 -1.376  0.13
H -1.036 0.403 0.976  0.11
H -0.104 1.287 -0.224  0.08
H -2.556 -0.320 -0.880  0.08
H -1.604 0.829 -1.966  0.08
H 1.294 -1.066 1.362  0.10
H 1.998 0.685 -0.807  0.12
H 3.276 -0.168 0.140  0.10
H 1.590 1.825 1.068  0.06

net charge	-1
highest occupied orbital energy	-2.236	eV
lowest unoccupied orbital energy	0.136	hartree
structure (SMILES)	C[C@@H](CC[O-])NCO
spin multiplicity	1
ΔE to the lowest compared entry with this formula, charge and spin	3.2211	eV


Entry 5:
This record from OMol25 describes a molecular structure, C4H13N2O4PS at a distorted geometry. The level of theory is ωB97M-V/def2-TZVPD.

Each line ends with the Löwdin charge.
CARTESIAN COORDINATES (ANGSTROEM)
C 2.168 0.277 2.581  -0.23
C 0.932 -1.669 -2.492  -0.10
C -0.168 -0.802 -3.061  -0.07
C -0.457 -1.892 -2.036  -0.36
N 1.625 2.406 1.100  -0.31
N -0.954 -1.687 -0.734  -0.07
O -1.216 -0.341 1.614  -0.36
O 0.798 0.266 0.130  -0.45
O -1.626 0.773 -0.749  -0.12
O -2.417 2.332 1.952  -0.04
P -0.803 -0.321 0.180  0.45
S 0.906 1.221 1.715  0.91
H 2.568 1.032 3.301  0.07
H 3.025 -0.095 2.042  0.06
H 1.577 -0.413 3.098  0.02
H 1.595 -1.182 -1.848  0.07
H 1.457 -2.422 -3.063  0.10
H -0.265 0.198 -2.651  0.09
H -0.651 -0.923 -3.995  0.09
H -1.023 -2.803 -2.365  0.16
H -3.225 2.071 2.378  0.04
H 0.928 3.100 1.028  -0.04
H -1.313 -2.474 -0.214  0.11
H -1.751 1.788 2.344  -0.03
H -1.708 1.559 -0.253  0.02

net charge	0
highest occupied orbital energy	-9.239	eV
lowest unoccupied orbital energy	0.023	hartree
spin multiplicity	1
ΔE to the lowest compared entry with this formula, charge and spin	1.5648	eV


Entry 6:
This record from OMol25 describes a molecular structure, C7H20F9N8O15S3Y at a distorted geometry. The level of theory is ωB97M-V/def2-TZVPD.

Each line ends with the Löwdin charge.
CARTESIAN COORDINATES (ANGSTROEM)
Y 0.022 0.232 -0.364  2.11
C 2.095 -6.041 1.466  -0.60
F 2.829 -6.860 2.141  0.16
F 2.063 -6.526 0.180  0.09
F 0.891 -5.953 2.103  0.10
S 2.986 -4.270 1.482  0.49
O 4.242 -4.338 0.666  -0.35
O 2.109 -3.245 0.947  -0.38
O 3.287 -4.015 2.881  -0.32
C -4.073 -2.418 4.409  -0.68
F -5.152 -2.850 5.108  0.12
F -3.213 -1.812 5.199  0.13
F -3.534 -3.419 3.807  0.18
S -4.548 -1.005 3.077  0.52
O -5.289 0.046 3.868  -0.32
O -3.347 -0.564 2.433  -0.33
O -5.380 -1.777 2.145  -0.31
C -6.314 1.901 -2.694  -0.70
F -6.106 2.450 -1.471  0.11
F -6.735 0.677 -2.629  0.17
F -7.145 2.588 -3.444  0.17
S -4.601 1.812 -3.451  0.50
O -4.691 0.833 -4.541  -0.30
O -4.267 3.153 -3.923  -0.31
O -3.654 1.313 -2.450  -0.34
O -1.134 3.657 1.022  -0.06
H -1.448 3.855 1.905  0.04
H -1.110 4.506 0.580  0.04
O 1.479 -0.892 -3.776  -0.06
H 1.250 -1.001 -4.699  0.04
H 2.352 -1.277 -3.698  0.04
C 5.439 2.373 0.167  -0.79
O 4.351 1.820 -0.004  -0.01
N 5.572 3.652 0.250  0.16
N 6.585 1.791 0.424  0.17
H 4.776 4.270 0.323  0.13
H 6.520 3.955 0.422  0.11
H 6.386 0.825 0.208  0.12
H 7.457 2.202 0.725  0.12
C 1.865 1.175 5.004  -0.78
O 1.467 0.872 3.910  0.02
N 2.876 0.589 5.633  0.17
N 1.415 2.213 5.651  0.16
H 3.283 -0.278 5.314  0.12
H 3.128 0.931 6.550  0.10
H 0.611 2.707 5.292  0.12
H 1.915 2.570 6.454  0.11
C 1.469 4.371 -3.994  -0.81
O 1.028 3.494 -3.306  0.01
N 2.426 4.120 -4.872  0.16
N 1.096 5.605 -3.883  0.18
H 2.747 3.163 -4.844  0.12
H 2.852 4.856 -5.417  0.11
H 0.346 5.838 -3.248  0.13
H 1.318 6.177 -4.685  0.12
C -2.339 -4.368 -2.334  -0.88
O -1.729 -3.568 -1.684  0.02
N -3.472 -4.838 -1.933  0.18
N -1.916 -4.938 -3.340  0.19
H -3.810 -5.624 -2.472  0.11
H -3.956 -4.475 -1.124  0.13
H -1.023 -4.634 -3.702  0.14
H -2.544 -5.604 -3.766  0.13

net charge	0
highest occupied orbital energy	-8.519	eV
lowest unoccupied orbital energy	-0.231	hartree
spin multiplicity	1
ΔE to the lowest compared entry with this formula, charge and spin	23.9210	eV


Question: What is the formula in the fifth record?
Answer: C4H13N2O4PS